(a)
20
Properties=species:S:1:pos:R:3:nbo_charge:R:1 method="wB97M-V/def2-TZVPD" spin_multiplicity=1 homo_ev=-14.959 mol_weight_g_mol=100.14 total_charge=+1
C 1.74599 -0.05059 1.30362 -0.650
C 1.17059 1.07617 0.43855 -0.220
N -0.05536 0.60215 -0.28639 -0.704
H 1.05349 -0.71025 1.81165 0.235
H 2.54147 -0.51682 0.73015 0.227
H 2.24701 0.45469 2.13674 0.251
H 0.88691 1.95981 1.00117 0.227
H 1.90376 1.43138 -0.28164 0.219
H 0.16522 0.28046 -1.25527 0.464
H -0.69846 1.36663 -0.45310 0.437
H -0.53608 -0.18285 0.15088 0.464
H -3.82410 0.39925 1.27480 0.487
H -3.73240 1.07420 -0.05412 0.476
O -3.16825 0.72375 0.65801 -0.961
H 1.17137 -0.46992 -3.40447 0.508
H 2.17493 -0.00363 -2.37418 0.491
O 1.25884 0.03332 -2.59013 -0.961
H -0.69982 -2.65369 0.59145 0.472
H -2.07910 -2.62501 -0.03323 0.488
O -1.52601 -2.18906 0.63551 -0.949

---

(b)
20
Properties=species:S:1:pos:R:3:nbo_charge:R:1 method="wB97M-V/def2-TZVPD" spin_multiplicity=1 homo_ev=-14.118 mol_weight_g_mol=100.14 total_charge=+1
C 0.05917 -2.62311 -0.75247 -0.456
N 1.27846 -2.04349 -0.18218 -0.502
C 1.80210 -2.84143 0.93647 -0.444
H 0.21209 -3.47829 -1.40156 0.247
H -0.67399 -2.92958 0.00136 0.245
H -0.58493 -1.86236 -1.20741 0.261
H 1.24394 -1.02494 -0.01462 0.470
H 1.94769 -1.93112 -0.95013 0.439
H 2.56105 -2.42530 1.60001 0.257
H 2.15002 -3.78915 0.52540 0.236
H 1.02694 -3.09516 1.66242 0.243
H -0.40669 2.12990 -0.27385 0.514
H 0.73810 1.90753 0.56596 0.467
O 0.12936 1.36612 0.03924 -0.992
H -2.46706 2.41449 -1.64596 0.482
H -1.75055 3.77321 -1.36647 0.492
O -1.62110 2.89790 -1.69160 -0.961
H -1.28527 5.02601 1.43679 0.479
H -2.54514 4.22110 1.66003 0.479
O -1.81418 4.30767 1.05857 -0.957

---

(c)
20
Properties=species:S:1:pos:R:3:nbo_charge:R:1 method="wB97M-V/def2-TZVPD" spin_multiplicity=1 homo_ev=-14.485 mol_weight_g_mol=100.14 total_charge=+1
C 0.57978 0.96226 -0.20361 -0.416
N -0.64140 0.70081 -0.97174 -0.534
C -2.15214 1.17274 -0.67061 -0.413
H 1.25564 1.59911 -0.71299 0.230
H 1.07149 0.05728 0.11270 0.264
H 0.15588 1.45238 0.71097 0.215
H -0.47752 0.73521 -1.98413 0.429
H -0.81917 -0.31002 -0.79627 0.464
H -2.11063 2.25692 -0.27184 0.251
H -2.70493 0.85762 -1.64333 0.243
H -2.48977 0.39229 0.00855 0.249
H -0.15703 -2.79734 -0.93668 0.485
H 1.05134 -2.50966 -1.71201 0.502
O 0.22147 -2.00508 -1.39084 -0.977
H 4.04300 0.18679 1.56034 0.481
H 3.63121 -1.27782 1.29671 0.476
O 3.61517 -0.38445 0.87352 -0.955
H -1.41579 -1.18554 2.34699 0.501
H -1.32107 0.39458 2.53542 0.492
O -1.33554 -0.29807 1.84886 -0.987

---

From most stable to least stable, the computed energies give (a), (b), (c).

---

(a)
9
Properties=species:S:1:pos:R:3:nbo_charge:R:1 method="wB97M-V/def2-TZVPD" spin_multiplicity=1 homo_ev=-8.989 mol_weight_g_mol=102.04
N 1.41451 0.91081 -0.49012 -1.111
P -0.25369 0.66586 -0.25106 1.049
C -0.83473 -1.01912 -0.35237 -0.282
N -1.28278 -1.33549 0.82128 -0.249
N -0.76851 -0.60451 1.76731 -0.005
N -0.26643 0.51208 1.48748 -0.422
H 1.49204 0.75276 -1.61395 0.388
H 1.79863 1.75092 -0.24139 0.398
H -1.29904 -1.63331 -1.12718 0.234

---

(b)
9
Properties=species:S:1:pos:R:3:nbo_charge:R:1 method="wB97M-V/def2-TZVPD" spin_multiplicity=1 homo_ev=-9.505 mol_weight_g_mol=102.04
C 0.17368 -2.02774 0.04539 -0.269
N 1.31648 -2.58259 0.25942 -0.271
N 2.30926 -1.73362 0.52214 -0.010
N 1.98258 -0.51986 0.65932 -0.518
N -0.03719 0.98383 -0.37728 -1.057
P 0.33565 -0.31519 0.58377 1.145
H -0.73709 -2.58742 -0.05298 0.227
H -0.51305 2.04015 0.76246 0.352
H 0.81150 1.47079 -0.66599 0.401

---

From most stable to least stable, the computed energies give (a), (b).

---

(a)
23
Properties=species:S:1:pos:R:3:nbo_charge:R:1 method="wB97M-V/def2-TZVPD" spin_multiplicity=1 homo_ev=-8.753 mol_weight_g_mol=130.19
C -1.04196 -0.75726 -2.44972 -0.666
C -0.12527 -0.65739 -1.19417 -0.183
C -0.13001 0.38570 -0.31999 -0.002
C -0.44498 1.78969 -0.56069 -0.673
C 0.48675 -0.08270 1.02571 -0.438
C 1.87052 0.37363 1.16984 -0.527
C 2.68241 -0.86943 1.38958 0.424
O 3.81451 -0.85354 0.90162 -0.524
H -1.85872 -1.25282 -2.03371 0.216
H -1.37753 0.23775 -2.83797 0.212
H -0.26123 -1.31087 -3.01348 0.232
H 0.39897 -1.62592 -0.92359 0.189
H -1.54532 1.94462 -0.82726 0.226
H -0.09724 2.44275 0.27637 0.225
H -0.04141 2.17223 -1.48178 0.233
H -0.02325 0.69679 1.71787 0.213
H 0.11839 -1.05591 1.31752 0.224
H 1.84337 1.19749 1.82843 0.243
H 2.33916 0.71901 0.14665 0.245
H 2.21321 -1.84531 1.69059 0.129
O -3.03365 -0.32676 1.74338 -0.923
H -3.03560 -0.07463 0.81433 0.464
H -2.75112 -1.24711 1.62048 0.462

---

(b)
23
Properties=species:S:1:pos:R:3:nbo_charge:R:1 method="wB97M-V/def2-TZVPD" spin_multiplicity=1 homo_ev=-8.520 mol_weight_g_mol=130.19
C 0.56789 -2.86013 -1.29776 -0.585
C -0.82131 -2.85528 -0.61874 -0.442
C -0.93817 -1.64578 0.28836 -0.178
C -0.92271 -0.41881 -0.26590 -0.227
C -1.16996 0.78689 0.60284 -0.297
C -0.52198 1.94158 0.41938 0.314
C -0.72427 3.13120 1.29372 -0.661
O 0.43849 2.05231 -0.69938 -0.726
H 0.46097 -3.35202 -2.18049 0.197
H 1.38510 -3.22022 -0.71668 0.210
H 0.90418 -1.75132 -1.43293 0.202
H -1.42481 -2.85334 -1.50756 0.208
H -1.04207 -3.79464 -0.01022 0.207
H -0.60508 -1.77652 1.32246 0.207
H -0.96283 -0.17039 -1.28903 0.207
H -1.90919 0.52271 1.32812 0.224
H 0.15015 3.20119 1.88849 0.228
H -1.50807 2.94188 1.96332 0.227
H -0.95623 4.00671 0.73341 0.210
H 0.06642 2.80151 -1.20962 0.474
O 2.96288 -0.23395 0.49975 -0.943
H 2.01059 -0.06782 0.20000 0.477
H 3.40296 0.48733 -0.02364 0.467

---

From most stable to least stable, the computed energies give (b), (a).